This record from the OMol25 dataset describes C33H25BrClN5O5Zr as an isolated structure. The level of theory is ωB97M-V with the def2-TZVPD basis set.

Geometry as XYZ:
```
71
Properties=species:S:1:pos:R:3:lowdin_charge:R:1
Zr -0.08110 0.44406 0.01713 1.8961
Br 2.96877 -6.39101 1.11725 0.8113
C 2.46963 -4.63784 0.64416 -0.6814
C 3.43400 -3.62152 0.63056 -0.0721
C 3.09731 -2.33435 0.27078 0.0167
C 1.77783 -2.01955 -0.05689 -0.3153
O 1.44449 -0.80149 -0.46601 -0.2484
C 0.80352 -3.03511 -0.01761 -0.1399
C -0.55000 -2.75603 -0.36731 -0.0417
N -1.11106 -1.58340 -0.38994 -0.0238
C -2.48650 -1.50840 -0.75237 -0.2084
C -3.41820 -2.49295 -0.55667 0.0141
C -4.74491 -2.32449 -1.00080 -0.0260
C -5.13260 -1.17435 -1.62528 0.0099
C -4.20697 -0.11778 -1.79255 -0.1228
C -4.54266 1.12149 -2.37791 0.0490
C -3.60494 2.11356 -2.45046 0.0032
C -2.33325 1.88336 -1.91630 -0.1110
N -1.97080 0.72900 -1.38208 -0.0199
C -2.88771 -0.28420 -1.33166 -0.1573
C 1.17407 -4.35552 0.30186 -0.0593
H 4.45709 -3.85942 0.88957 0.1171
H 3.84988 -1.55814 0.22075 0.1278
H -1.15884 -3.62072 -0.62844 0.1450
H -3.15553 -3.41163 -0.04778 0.1229
H -5.45716 -3.12156 -0.83859 0.1246
H -6.14817 -1.04773 -1.97653 0.1319
H -5.54725 1.27643 -2.75173 0.1387
H -3.83279 3.07823 -2.87995 0.1269
H -1.59724 2.67631 -1.90914 0.1191
H 0.42987 -5.14289 0.29526 0.1215
C -1.45427 -1.69157 2.63303 -0.0108
C -0.20591 -0.99039 3.08797 -0.2537
C 0.19694 -1.24797 4.39529 0.0137
C 1.32340 -0.65163 4.90765 0.0102
C 2.03063 0.21410 4.09310 0.0234
C 1.60378 0.43324 2.80107 -0.1785
N 0.50134 -0.16733 2.27989 0.0666
C 2.32605 1.39360 1.93494 -0.1690
C 3.49513 2.03268 2.32530 0.0370
C 4.08473 2.93953 1.46576 0.0137
C 3.51137 3.17901 0.22988 0.0380
C 2.35228 2.50313 -0.10391 -0.1768
N 1.78220 1.63177 0.73867 0.0358
C 1.75863 2.58188 -1.45855 -0.1855
C 2.12663 3.54613 -2.37011 0.0243
C 1.70066 3.41979 -3.68608 0.0084
C 0.99549 2.29350 -4.05276 0.0128
C 0.62931 1.36117 -3.08649 -0.2851
C -0.04581 0.08925 -3.51415 -0.0082
N 0.93030 1.56130 -1.79125 0.0403
H -2.09019 -1.87038 3.49736 0.1028
H -1.19706 -2.66521 2.21223 0.0917
H -2.03136 -1.12677 1.91276 0.0459
H -0.40117 -1.91357 5.00109 0.1322
H 1.63937 -0.83616 5.92538 0.1333
H 2.89528 0.72520 4.48322 0.1162
H 3.95332 1.82907 3.27919 0.1184
H 4.99726 3.44517 1.75091 0.1336
H 3.98260 3.85627 -0.46534 0.1238
H 2.74542 4.37992 -2.07536 0.1241
H 1.96450 4.16920 -4.42018 0.1320
H 0.72796 2.11400 -5.08511 0.1353
H 0.52658 -0.34372 -4.33530 0.1078
H -1.05407 0.27365 -3.88562 0.0953
H -0.08203 -0.64376 -2.71232 0.0542
O -1.07141 2.78846 2.72066 -0.2205
Cl -1.66939 2.46603 1.48652 0.7364
O -2.86958 3.13597 1.21547 -0.1994
O -0.69054 2.67350 0.38972 -0.4279
O -1.85714 0.98958 1.40408 -0.4406
```

Highest occupied orbital energy ... -0.4934 hartree
Frontier orbital gap ... 7.154 eV
Net charge ... +2
LUMO ... -6.27 eV
ΔE to the lowest compared entry with this formula, charge and spin ... 0.0 kJ/mol